Entry 1:
DFT (the ωB97M-V functional and the def2-TZVPD basis) results for the molecule C5H8O.

Summary:
* highest occupied orbital energy: -8.96 eV
* E_LUMO: 0.15 eV
* orbital gap: 9.113 eV

```
! wB97M-V def2-TZVPD RIJCOSX def2/J DEFGRID3
* xyz 0 1
C -1.658 0.246 1.093
C -0.624 0.528 0.010
O 0.656 0.708 0.633
C 1.631 0.175 -0.240
C 0.854 -0.869 -1.051
C -0.568 -0.479 -1.077
H -1.678 1.067 1.815
H -2.651 0.111 0.660
H -1.374 -0.666 1.627
H -0.902 1.448 -0.549
H 2.048 0.951 -0.901
H 2.444 -0.242 0.362
H 1.295 -1.229 -1.984
H 0.685 -1.770 -0.418
*
```

---

Entry 2:
DFT (the ωB97M-V functional and the def2-TZVPD basis) results for a 2-piece molecular cluster, C4H12N3O overall in a non-equilibrium geometry.

Summary:
* highest occupied orbital energy (alpha / beta): -4.23 / -8.84 eV
* E_LUMO (alpha / beta): 0.94 / 0.81 eV
* orbital gap (alpha / beta): 5.170 / 9.650 eV
* ⟨S²⟩: 0.7529

```
! wB97M-V def2-TZVPD RIJCOSX def2/J DEFGRID3
* xyz 0 2
C -0.959 -1.691 2.146
N 0.128 1.778 1.454
C -0.608 0.642 1.488
N -0.146 -0.492 2.044
H -0.360 -2.486 2.574
H -1.324 -2.005 1.163
H -1.824 -1.533 2.786
H 1.075 1.851 1.794
H -0.243 2.544 0.916
H -1.545 0.620 0.947
H 0.791 -0.492 2.456
O -0.722 1.353 -1.903
C 0.047 0.545 -2.349
C 1.183 -0.109 -1.600
N 0.871 -1.552 -1.624
H -0.068 0.156 -3.377
H 2.095 0.038 -2.171
H 1.275 0.277 -0.588
H 1.701 -2.116 -1.510
H 0.245 -1.776 -0.863
*
```

---

Entry 3:
DFT (the ωB97M-V functional and the def2-TZVPD basis) results for C17H17BrCdN5O3S2 as an isolated structure.

Summary:
* highest occupied orbital energy: -4.78 eV
* E_LUMO: 2.43 eV
* orbital gap: 7.211 eV

```
! wB97M-V def2-TZVPD RIJCOSX def2/J DEFGRID3
* xyz -1 1
Cd -0.751 -0.891 0.238
C -4.222 -1.503 4.591
S -4.685 -0.231 3.408
C -3.303 -0.174 2.298
S -1.940 -1.163 2.560
N -3.553 0.709 1.362
N -2.537 0.863 0.470
C -2.689 1.776 -0.404
C -1.623 2.058 -1.369
C -1.803 3.045 -2.335
C -0.765 3.324 -3.208
C 0.412 2.603 -3.099
C 0.502 1.623 -2.117
N -0.485 1.361 -1.268
H -5.061 -1.573 5.284
H -3.320 -1.229 5.132
H -4.068 -2.460 4.099
H -3.599 2.376 -0.427
H -2.742 3.581 -2.386
H -0.876 4.091 -3.964
H 1.249 2.782 -3.760
H 1.387 1.003 -2.015
Br 0.111 2.651 1.747
C 1.599 1.516 1.410
C 2.863 2.073 1.504
C 3.944 1.226 1.318
C 3.715 -0.116 1.083
C 2.407 -0.573 1.017
N 1.356 0.249 1.147
C 2.134 -2.075 0.838
O 3.129 -2.783 0.616
O 0.937 -2.427 0.940
H 2.981 3.124 1.720
H 4.953 1.617 1.370
H 4.504 -0.839 0.943
N 1.608 -3.286 -1.914
C 1.301 -2.010 -2.276
O 2.130 -1.107 -2.213
C -0.108 -1.789 -2.782
C -1.149 -1.956 -1.661
H 2.382 -3.360 -1.257
H 0.817 -3.859 -1.665
H -0.289 -2.482 -3.615
H -0.140 -0.777 -3.185
H -1.254 -3.017 -1.406
H -2.124 -1.641 -2.044
*
```

---

Entry 4:
DFT (the ωB97M-V functional and the def2-TZVPD basis) results for a 2-piece molecular cluster, C5H14 overall in a non-equilibrium geometry.

Summary:
* highest occupied orbital energy (alpha / beta): 1.41 / -6.75 eV
* E_LUMO (alpha / beta): 4.25 / 4.11 eV
* orbital gap (alpha / beta): 2.840 / 10.862 eV
* ⟨S²⟩: 0.7504

```
! wB97M-V def2-TZVPD RIJCOSX def2/J DEFGRID3
* xyz -1 2
C -1.128 -0.393 0.948
C -0.679 -1.781 1.068
C -0.970 0.670 2.094
H -2.315 -0.541 0.906
H -0.589 0.037 -0.022
H 0.361 -1.874 1.041
H -1.020 -2.289 1.959
H -1.845 0.619 2.824
H -0.670 1.750 1.698
H -0.966 -2.452 0.281
H 0.097 0.510 2.526
C 0.556 0.397 -1.998
C 2.027 1.020 -1.826
H 0.652 -0.629 -1.568
H -0.177 0.873 -1.255
H 0.116 0.304 -2.993
H 1.819 1.761 -2.622
H 1.954 1.690 -0.853
H 2.777 0.328 -2.209
*
```

---

Entry 5:
DFT (the ωB97M-V functional and the def2-TZVPD basis) results for a 7-piece molecular cluster, C41H85ClIN10O9S2 overall in a non-equilibrium geometry.

Summary:
* highest occupied orbital energy: -10.42 eV
* E_LUMO: -2.49 eV
* orbital gap: 7.931 eV

```
! wB97M-V def2-TZVPD RIJCOSX def2/J DEFGRID3
* xyz 1 1
C -4.429 3.629 -2.400
O -3.345 2.721 -2.489
C -2.068 3.188 -2.137
C -1.377 2.362 -1.012
C -1.918 0.935 -1.043
C -1.679 0.078 -2.273
C -0.826 0.553 -3.422
N -2.218 -1.069 -2.240
C 0.150 2.646 -1.131
C 1.178 1.544 -0.786
C 0.706 0.225 -0.164
C 0.094 0.312 1.227
S -0.311 -1.333 1.885
N 0.344 3.810 -0.185
C 0.234 5.187 -0.733
C 1.440 6.069 -0.435
C 2.721 5.522 -1.082
Cl 3.976 5.139 0.122
C -0.479 3.479 0.871
N -0.172 3.574 2.143
C 1.121 4.133 2.668
C 2.011 3.227 3.589
C 3.496 3.109 3.118
C 4.290 2.091 3.958
O 4.212 0.750 3.488
C 5.438 0.312 3.019
C 5.395 -0.554 1.818
O 6.451 0.596 3.586
C -1.067 3.076 3.178
C -1.618 4.167 4.150
C -0.831 4.280 5.457
I -1.790 6.130 3.294
N -1.647 2.858 0.387
S -3.055 3.808 0.614
H -4.936 3.529 -1.441
H -4.121 4.661 -2.574
H -5.144 3.363 -3.177
H -2.080 4.255 -1.894
H -1.446 3.091 -3.029
H -2.995 0.978 -0.890
H -1.540 0.366 -0.204
H -0.173 1.385 -3.200
H -0.264 -0.289 -3.818
H -1.490 0.888 -4.219
H -2.000 -1.602 -3.080
H 0.452 3.050 -2.094
H 1.895 2.008 -0.109
H 1.756 1.303 -1.680
H 0.005 -0.315 -0.800
H 1.550 -0.420 -0.090
H -0.831 0.882 1.222
H 0.804 0.743 1.926
H -1.355 -1.653 1.105
H 0.055 5.126 -1.806
H -0.654 5.673 -0.313
H 1.237 7.091 -0.752
H 1.579 6.124 0.642
H 2.526 4.613 -1.646
H 3.136 6.256 -1.765
H 0.866 5.038 3.215
H 1.745 4.397 1.825
H 2.041 3.642 4.596
H 1.613 2.218 3.678
H 3.949 4.090 3.260
H 3.538 2.852 2.061
H 5.333 2.386 4.042
H 3.871 2.112 4.967
H 5.162 0.029 0.936
H 6.361 -1.036 1.731
H 4.657 -1.341 1.951
H -1.888 2.533 2.724
H -0.534 2.346 3.788
H -2.633 3.861 4.386
H -0.015 4.995 5.392
H -0.435 3.308 5.741
H -1.509 4.589 6.251
H -3.638 3.130 1.620
C 0.992 -5.875 1.417
C 2.125 -5.115 0.770
O 1.943 -4.077 0.146
N 3.374 -5.628 0.906
C 3.765 -6.834 1.612
H 0.066 -5.343 1.221
H 0.916 -6.881 1.004
H 1.135 -5.956 2.495
H 4.089 -5.085 0.450
H 4.473 -6.587 2.406
H 4.246 -7.531 0.923
H 2.902 -7.316 2.059
C -0.928 -0.589 7.410
C 0.089 -0.330 6.328
O -0.036 0.595 5.529
N 1.150 -1.159 6.250
C 1.462 -2.299 7.093
H -1.714 0.157 7.333
H -1.370 -1.579 7.292
H -0.470 -0.517 8.397
H 1.781 -0.939 5.494
H 2.428 -2.153 7.577
H 1.508 -3.206 6.490
H 0.705 -2.431 7.858
C 3.227 -7.572 5.810
C 2.446 -8.516 4.926
O 1.759 -8.112 3.999
N 2.532 -9.841 5.197
C 3.289 -10.498 6.246
H 3.053 -6.557 5.465
H 2.900 -7.652 6.847
H 4.295 -7.785 5.757
H 1.987 -10.416 4.574
H 4.010 -11.192 5.813
H 2.620 -11.058 6.900
H 3.827 -9.770 6.844
C 0.425 1.214 -7.887
C -0.292 2.134 -6.930
O 0.011 2.192 -5.742
N -1.290 2.894 -7.433
C -1.769 2.937 -8.807
H 1.191 0.674 -7.339
H -0.268 0.497 -8.328
H 0.897 1.782 -8.689
H -1.733 3.488 -6.749
H -1.661 3.949 -9.203
H -2.823 2.660 -8.838
H -1.217 2.256 -9.437
C -4.919 -4.690 3.648
C -3.455 -4.387 3.429
O -2.622 -4.553 4.304
N -3.091 -3.914 2.206
C -3.932 -3.648 1.054
H -5.045 -5.054 4.662
H -5.524 -3.792 3.516
H -5.265 -5.456 2.953
H -2.103 -3.737 2.125
H -3.612 -4.252 0.203
H -3.866 -2.596 0.769
H -4.968 -3.882 1.274
C -4.190 1.046 -11.957
C -2.840 1.651 -12.265
O -1.900 1.561 -11.488
N -2.702 2.303 -13.445
C -3.696 2.508 -14.482
H -4.137 0.562 -10.987
H -4.962 1.815 -11.928
H -4.460 0.301 -12.706
H -1.779 2.681 -13.591
H -3.359 2.063 -15.419
H -3.857 3.574 -14.644
H -4.640 2.053 -14.203
*
```

---

Entry 6:
DFT (the ωB97M-V functional and the def2-TZVPD basis) results for CH4O2S as an isolated structure in a non-equilibrium geometry.

Summary:
* highest occupied orbital energy: -8.88 eV
* E_LUMO: 0.33 eV
* orbital gap: 9.203 eV

```
! wB97M-V def2-TZVPD RIJCOSX def2/J DEFGRID3
* xyz 0 1
C -0.533 -0.148 -0.250
O -1.725 -0.456 0.418
O 2.273 0.917 -0.646
S 1.615 0.156 0.445
H -0.393 -0.840 -1.074
H -1.732 -1.386 0.295
H -0.594 0.807 -0.536
H 1.088 0.950 1.349
*
```

---

Entry 7:
DFT (the ωB97M-V functional and the def2-TZVPD basis) results for the molecule C4H9NO2 in a non-equilibrium geometry.

Summary:
* highest occupied orbital energy: -9.53 eV
* E_LUMO: 0.69 eV
* orbital gap: 10.219 eV
* SMILES: C[C@H](O)CNC=O

```
! wB97M-V def2-TZVPD RIJCOSX def2/J DEFGRID3
* xyz 0 1
C 0.378 1.446 -2.142
C -0.107 1.169 -0.746
O 0.555 1.980 0.344
C 0.105 -0.248 -0.334
N 0.038 -0.558 1.009
C -0.393 -1.724 1.455
O -0.716 -2.658 0.713
H 1.218 0.873 -2.412
H -0.423 1.313 -2.877
H 0.719 2.480 -2.095
H -1.198 1.301 -0.661
H 0.250 2.806 0.506
H 1.152 -0.564 -0.688
H -0.497 -0.969 -0.883
H 0.116 0.167 1.665
H -0.214 -1.926 2.527
*
```

---

Entry 8:
DFT (the ωB97M-V functional and the def2-TZVPD basis) results for C53H57Cl3GeN5O3P3SiTeY as an isolated structure.

Summary:
* highest occupied orbital energy (alpha / beta): -7.19 / -7.49 eV
* E_LUMO (alpha / beta): -1.55 / -1.23 eV
* orbital gap (alpha / beta): 5.638 / 6.256 eV
* ⟨S²⟩: 1.8044

```
! wB97M-V def2-TZVPD RIJCOSX def2/J DEFGRID3
* xyz 0 2
Y 1.407 -0.050 0.433
Te -0.266 -3.803 -2.970
C -0.197 -5.002 -1.241
C 0.723 -4.756 -0.229
C 0.750 -5.627 0.851
N -0.037 -6.695 0.967
C -0.890 -6.927 -0.028
C -1.013 -6.117 -1.148
C -0.625 -1.922 -2.199
P 0.514 -0.549 -2.646
C -0.434 0.858 -3.369
C 0.066 2.120 -3.089
C -0.423 3.237 -3.764
C -1.434 3.098 -4.695
C -1.952 1.832 -4.971
C -1.442 0.723 -4.327
C 1.250 -1.012 -4.276
C 0.531 -1.772 -5.195
C 1.024 -2.018 -6.467
C 2.245 -1.486 -6.854
C 2.953 -0.697 -5.961
C 2.459 -0.460 -4.686
P -1.031 -1.787 -0.445
C -2.277 -0.463 -0.338
C -2.785 0.122 -1.507
C -3.650 1.168 -1.657
C -3.187 2.199 0.598
C -3.224 0.962 1.439
C -2.750 -0.206 1.005
C -2.146 -3.156 0.018
C -3.244 -3.469 -0.781
C -4.150 -4.427 -0.361
C -3.976 -5.066 0.863
C -2.890 -4.748 1.664
C -1.974 -3.793 1.239
H 1.394 -3.907 -0.270
H 1.443 -5.450 1.665
H -1.526 -7.798 0.078
H -1.742 -6.353 -1.911
H 0.840 2.242 -2.337
H -0.013 4.215 -3.545
H -1.823 3.966 -5.210
H -2.740 1.717 -5.704
H -1.826 -0.260 -4.574
H -0.460 -2.144 -4.956
H 0.444 -2.617 -7.157
H 2.633 -1.674 -7.846
H 3.897 -0.257 -6.253
H 3.025 0.168 -4.023
H -2.470 -0.358 -2.426
H -3.974 1.398 -2.666
H -3.540 3.049 1.195
H -3.654 1.031 2.429
H -2.722 -1.044 1.694
H -3.397 -2.953 -1.722
H -4.999 -4.672 -0.985
H -4.688 -5.811 1.190
H -2.742 -5.250 2.610
H -1.107 -3.567 1.847
C 5.057 2.934 0.230
Si 3.515 2.632 -0.788
C 4.064 1.294 -1.963
C 3.170 4.167 -1.812
N 2.033 2.157 0.010
C 1.469 3.055 0.916
C 2.155 4.172 1.446
C 1.594 5.039 2.364
C 0.290 4.853 2.808
C -0.432 3.804 2.274
C 0.142 2.945 1.352
O -0.703 1.977 0.760
C -1.800 2.581 0.118
C -1.539 3.608 -0.732
C -2.444 4.442 -1.405
C -3.869 4.392 -1.465
C -4.676 3.370 -1.111
C -4.194 2.050 -0.571
H 5.854 3.159 -0.484
H 5.338 2.035 0.779
H 5.018 3.753 0.946
H 4.406 1.758 -2.892
H 3.275 0.586 -2.192
H 4.889 0.721 -1.539
H 4.081 4.748 -1.972
H 2.441 4.826 -1.334
H 2.778 3.888 -2.792
H 3.164 4.361 1.124
H 2.180 5.871 2.730
H -0.157 5.517 3.535
H -1.470 3.656 2.543
H -0.490 3.845 -0.868
H -1.990 5.260 -1.950
H -4.344 5.270 -1.887
H -5.745 3.492 -1.237
H -5.066 1.534 -0.149
Cl 4.389 -2.008 4.426
Ge 4.333 -1.504 2.213
Cl 1.971 -2.259 1.978
Cl 3.361 0.650 2.320
C -0.098 0.881 6.425
N 0.847 -0.166 6.071
C 0.186 -1.460 6.184
N -1.043 -1.563 5.395
C -1.928 -0.458 5.754
N -1.320 0.862 5.622
C -1.029 1.190 4.226
P 0.114 -0.014 3.388
C 1.402 0.036 4.733
C -0.753 -1.559 3.964
H 0.386 1.853 6.314
H -0.382 0.748 7.472
H -0.070 -1.626 7.233
H 0.879 -2.240 5.863
H -2.223 -0.588 6.797
H -2.825 -0.506 5.130
H -0.562 2.174 4.185
H -1.960 1.248 3.670
H 1.886 1.014 4.689
H 2.166 -0.716 4.535
H -0.135 -2.422 3.712
H -1.699 -1.655 3.427
C 4.522 -2.908 -1.138
C 3.292 -2.052 -1.009
O 2.254 -2.375 -1.594
O 3.360 -1.002 -0.257
H 5.266 -2.376 -1.734
H 4.273 -3.846 -1.625
H 4.969 -3.090 -0.160
*
```

---

Entry 9:
DFT (the ωB97M-V functional and the def2-TZVPD basis) results for a 2-piece molecular cluster, C20H17F4Si overall in a non-equilibrium geometry.

Summary:
* highest occupied orbital energy: -11.68 eV
* E_LUMO: -6.74 eV
* orbital gap: 4.938 eV

```
! wB97M-V def2-TZVPD RIJCOSX def2/J DEFGRID3
* xyz 1 1
F -2.007 -1.667 2.549
C -0.664 -1.788 2.436
C -0.017 -2.884 2.976
C 1.352 -3.026 2.839
F 1.981 -4.096 3.378
C 2.071 -2.080 2.148
C 1.447 -0.958 1.563
C 2.270 -0.062 0.835
C 2.011 1.131 0.117
C 3.113 1.776 -0.485
C 2.962 2.922 -1.226
F 4.033 3.485 -1.832
C 1.706 3.482 -1.378
C 0.601 2.889 -0.797
F -0.627 3.434 -0.956
C 0.752 1.734 -0.065
C 0.058 -0.836 1.754
H -0.584 -3.638 3.488
H 3.135 -2.212 2.073
H 3.307 -0.358 0.811
H 4.106 1.377 -0.371
H 1.583 4.365 -1.977
H -0.141 1.310 0.337
H -0.492 0.003 1.390
C 0.304 2.140 5.562
Si 1.760 2.793 4.575
H 2.058 1.919 3.437
C 1.467 4.510 3.937
C 1.798 5.603 4.712
C 1.545 6.883 4.254
C 0.956 7.067 3.019
C 0.624 5.974 2.242
C 0.882 4.697 2.702
H 0.498 1.138 5.934
H 0.110 2.792 6.409
H -0.586 2.112 4.940
H 2.968 2.818 5.402
H 2.254 5.449 5.675
H 1.808 7.735 4.859
H 0.757 8.064 2.660
H 0.165 6.117 1.277
H 0.632 3.839 2.101
*
```

---

Entry 10:
DFT (the ωB97M-V functional and the def2-TZVPD basis) results for a 2-piece molecular cluster, C6H9N2O2 overall in a non-equilibrium geometry.

Summary:
* highest occupied orbital energy: -4.55 eV
* E_LUMO: 3.82 eV
* orbital gap: 8.366 eV

```
! wB97M-V def2-TZVPD RIJCOSX def2/J DEFGRID3
* xyz -1 1
C 4.046 -0.669 -0.164
C 0.812 -0.371 1.342
C 2.648 -0.330 0.195
C 1.647 0.216 -0.623
N 2.134 -0.729 1.357
N 0.545 0.147 0.134
H 0.156 -0.447 2.185
H -0.449 0.465 -0.062
H 1.748 0.494 -1.652
H 4.278 -1.682 0.183
H 4.765 -0.002 0.318
H 4.286 -0.684 -1.230
C -4.095 0.354 -1.049
C -2.725 0.395 -0.405
O -1.715 0.649 -1.120
O -2.632 0.194 0.836
H -4.700 1.126 -0.551
H -4.675 -0.552 -0.865
H -4.084 0.585 -2.111
*
```

---

Entry 11:
DFT (the ωB97M-V functional and the def2-TZVPD basis) results for a 2-piece molecular cluster, C4H8Cl3P overall in a non-equilibrium geometry.

Summary:
* highest occupied orbital energy: -9.43 eV
* E_LUMO: 0.72 eV
* orbital gap: 10.151 eV
* SMILES: C=C(C)CCl.ClPCl

```
! wB97M-V def2-TZVPD RIJCOSX def2/J DEFGRID3
* xyz 0 1
C 2.675 -0.267 0.198
C 1.484 0.042 -0.142
C 0.530 -0.806 -0.867
C 1.153 1.499 0.113
Cl 0.343 1.610 1.700
H 3.430 0.204 0.888
H 3.019 -1.202 -0.123
H 0.181 -1.495 -0.099
H 1.122 -1.389 -1.578
H -0.249 -0.119 -1.233
H 2.067 2.153 0.041
H 0.275 1.823 -0.520
Cl -3.176 0.512 -0.533
P -3.729 -1.096 0.390
Cl -4.161 -0.423 2.144
H -4.964 -1.045 -0.379
*
```